1.
Molecular formula: H12NaO6
Method: DFT, ωB97M-V/def2-TZVPD

Properties
ΔE to the lowest compared entry with this formula, charge and spin: 0.177 eV
Maximum force: 0.5 eV/Å
LUMO: -3.1 eV
Energy: -16893.1509 eV
Frontier orbital gap: 0.4230 Eh

```
! RIJCOSX wB97M-V def2-TZVPD def2/J DEFGRID3
* xyz 1 1
Na -0.09 -0.09 0.19
O 0.20 -1.02 -2.31
H -0.29 -0.86 -3.12
H 1.10 -0.72 -2.51
O 0.64 -2.32 0.90
H 1.50 -2.40 1.32
H 0.21 -3.17 1.03
O -2.46 -0.41 0.12
H -2.98 -0.30 0.92
H -3.09 -0.72 -0.55
O 0.09 1.30 2.30
H 0.70 2.01 2.54
H 0.20 0.62 2.99
O -1.00 1.70 -1.35
H -1.28 2.19 -2.13
H -1.84 1.42 -0.93
O 2.45 0.76 0.11
H 2.96 1.39 -0.42
H 2.98 0.64 0.91
*
```


2.
Molecular formula: C23H25IO2
Method: DFT, ωB97M-V/def2-TZVPD

Properties
Maximum force: 3.8 eV/Å
LUMO: -1.0 eV
Energy: -36448.5741 eV
Structure (SMILES): CCC1=CC(=O)C=C(CCCI)C1=O.c1ccccc1.c1ccccc1
Frontier orbital gap: 0.2994 Eh

```
! RIJCOSX wB97M-V def2-TZVPD def2/J DEFGRID3
* xyz 0 1
C 2.20 -2.44 0.76
C 2.42 -1.19 -0.23
C 1.54 0.08 0.17
C 1.76 1.29 -0.54
C 0.82 2.53 -0.13
O 1.23 3.71 -0.10
C -0.70 2.13 0.21
C -0.91 0.93 0.90
C -2.31 0.33 1.34
C -3.24 -0.16 0.14
C -2.54 -1.18 -0.87
I -2.10 -0.20 -2.80
C 0.40 0.09 1.29
O 0.48 -0.46 2.40
H 2.59 -2.12 1.78
H 1.08 -2.66 0.83
H 2.76 -3.37 0.43
H 2.00 -1.55 -1.25
H 3.52 -0.95 -0.42
H 2.53 1.40 -1.35
H -1.58 2.77 -0.12
H -2.10 -0.50 2.10
H -2.89 1.15 1.90
H -3.64 0.75 -0.41
H -4.12 -0.74 0.62
H -3.32 -1.98 -1.14
H -1.65 -1.74 -0.45
C -2.68 6.70 3.20
C -1.62 7.30 2.52
C -0.65 6.51 1.92
C -0.74 5.13 1.98
C -1.80 4.53 2.66
C -2.77 5.32 3.27
H -3.44 7.32 3.67
H -1.56 8.38 2.46
H 0.18 6.98 1.39
H 0.02 4.51 1.51
H -1.86 3.45 2.71
H -3.59 4.85 3.80
C 1.20 -4.79 -2.43
C 2.27 -4.19 -3.09
C 3.26 -4.97 -3.67
C 3.18 -6.36 -3.60
C 2.11 -6.96 -2.94
C 1.12 -6.17 -2.36
H 0.43 -4.17 -1.98
H 2.33 -3.11 -3.15
H 4.10 -4.51 -4.17
H 3.95 -6.97 -4.05
H 2.04 -8.04 -2.89
H 0.29 -6.64 -1.84
*
```


3.
Molecular formula: C15H53N3O10
Method: DFT, ωB97M-V/def2-TZVPD

Properties
ΔE to the lowest compared entry with this formula, charge and spin: 0.000 eV
Maximum force: 10.5 eV/Å
LUMO: 0.5 eV
Energy: -41335.4176 eV
Frontier orbital gap: 0.3509 Eh

```
! RIJCOSX wB97M-V def2-TZVPD def2/J DEFGRID3
* xyz 0 1
C 0.60 -0.35 0.35
C 1.20 0.83 -0.47
C 0.26 1.22 -1.65
O 1.38 1.93 0.40
H 1.24 -0.58 1.20
H 0.51 -1.19 -0.33
H -0.32 0.00 0.82
H 2.16 0.48 -0.83
H 0.64 2.07 -2.21
H -0.60 1.83 -1.38
H -0.18 0.43 -2.25
H 0.54 2.03 0.86
O 3.52 -1.29 0.18
H 3.64 -0.89 -0.68
H 3.09 -0.61 0.70
O 3.76 0.06 -1.39
H 4.65 0.22 -1.69
H 3.26 -0.07 -2.20
O 1.17 1.28 -4.31
H 1.73 1.37 -3.54
H 0.45 1.90 -4.15
O 2.35 1.63 -2.63
H 2.23 2.01 -1.76
H 2.32 0.68 -2.49
O 2.22 2.97 -1.06
H 1.83 3.83 -0.91
H 1.80 2.39 -0.42
O -0.37 2.62 1.15
H 0.02 2.40 1.99
H -1.23 2.20 1.17
C -2.26 -1.65 0.81
C -2.74 -0.17 0.71
C -2.25 0.65 -0.44
O -2.78 2.03 -0.44
C -2.49 2.91 -1.51
N -4.22 -0.23 0.90
H -1.20 -1.72 0.59
H -2.76 -2.22 0.03
H -2.42 -2.04 1.82
H -2.41 0.35 1.61
H -2.55 0.21 -1.38
H -1.17 0.74 -0.52
H -2.97 2.38 -2.33
H -1.46 2.94 -1.87
H -3.01 3.86 -1.62
H -4.40 -0.29 1.89
H -4.49 0.70 0.65
C -1.62 -2.08 -2.90
C -0.33 -1.51 -2.31
C 0.37 -2.60 -1.43
O -0.26 -2.57 -0.14
C 0.40 -3.33 0.81
N 0.58 -1.03 -3.38
H -2.20 -2.46 -2.05
H -1.40 -2.89 -3.60
H -2.10 -1.25 -3.42
H -0.69 -0.72 -1.65
H 1.42 -2.32 -1.32
H 0.40 -3.55 -1.96
H 0.68 -4.30 0.40
H -0.33 -3.47 1.60
H 1.27 -2.79 1.18
H 0.18 -0.24 -3.87
H 0.48 -1.82 -4.00
C 1.87 1.48 3.56
C 0.56 0.98 2.89
C 0.36 -0.52 3.32
O -0.83 -1.11 2.82
C -0.92 -2.50 3.04
N -0.49 1.84 3.37
H 2.79 0.98 3.25
H 1.87 1.55 4.65
H 2.01 2.55 3.40
H 0.59 0.97 1.80
H 0.25 -0.47 4.40
H 1.21 -1.14 3.04
H -1.95 -2.83 2.88
H -0.78 -2.92 4.04
H -0.27 -3.11 2.42
H -1.06 1.03 3.54
H -0.37 2.30 4.26
*
```


Repeat the first record exactly.
Molecular formula: H12NaO6
Method: DFT, ωB97M-V/def2-TZVPD

Properties
ΔE to the lowest compared entry with this formula, charge and spin: 0.177 eV
Maximum force: 0.5 eV/Å
LUMO: -3.1 eV
Energy: -16893.1509 eV
Frontier orbital gap: 0.4230 Eh

```
! RIJCOSX wB97M-V def2-TZVPD def2/J DEFGRID3
* xyz 1 1
Na -0.09 -0.09 0.19
O 0.20 -1.02 -2.31
H -0.29 -0.86 -3.12
H 1.10 -0.72 -2.51
O 0.64 -2.32 0.90
H 1.50 -2.40 1.32
H 0.21 -3.17 1.03
O -2.46 -0.41 0.12
H -2.98 -0.30 0.92
H -3.09 -0.72 -0.55
O 0.09 1.30 2.30
H 0.70 2.01 2.54
H 0.20 0.62 2.99
O -1.00 1.70 -1.35
H -1.28 2.19 -2.13
H -1.84 1.42 -0.93
O 2.45 0.76 0.11
H 2.96 1.39 -0.42
H 2.98 0.64 0.91
*
```